Density functional theory data (ωB97M-V with the def2-TZVPD basis set) for 5 unconnected molecules or ions with the total composition C33H40BN5O3S in a non-equilibrium geometry.

XYZ file:
```
83
Properties=species:S:1:pos:R:3
C -4.183 1.146 -6.469
C -5.526 0.417 -6.033
O -5.195 -0.966 -5.768
C -5.978 -1.494 -4.690
C -5.100 -1.627 -3.394
O -4.759 -0.301 -2.918
C -3.655 -0.364 -2.059
C -3.523 -1.349 -0.978
C -2.325 -1.325 -0.107
B -2.308 -2.416 1.077
C -3.552 -2.299 2.135
O -1.304 -3.392 1.246
C -1.226 -0.362 -0.300
C -1.351 0.621 -1.376
C -2.570 0.598 -2.222
S -2.631 1.916 -3.497
C -1.949 3.327 -2.539
C -2.502 4.670 -2.631
C -1.870 5.689 -1.767
C -0.756 5.340 -0.879
C -0.186 3.976 -0.813
C -0.817 2.968 -1.653
N -0.292 1.607 -1.606
H -4.166 2.154 -5.969
H -4.091 1.246 -7.579
H -3.331 0.539 -6.072
H -5.876 0.952 -5.102
H -6.269 0.495 -6.873
H -6.883 -0.872 -4.452
H -6.306 -2.524 -5.008
H -4.152 -2.180 -3.627
H -5.647 -2.217 -2.605
H -4.327 -2.102 -0.781
H -3.294 -2.721 3.147
H -4.481 -2.780 1.704
H -3.799 -1.204 2.261
H -1.290 -3.650 2.190
H -0.322 -0.322 0.358
H -3.358 4.919 -3.308
H -2.224 6.744 -1.734
H -0.300 6.111 -0.221
H 0.679 3.713 -0.157
H 0.056 1.406 -2.557
C 2.732 -1.339 2.850
C 3.555 -2.347 2.289
C 2.726 -3.322 1.791
N 1.436 -2.942 2.035
C 1.431 -1.734 2.675
H 3.056 -0.427 3.328
H 4.633 -2.358 2.253
H 2.943 -4.250 1.287
H 0.611 -3.467 1.781
H 0.503 -1.259 2.951
C 4.790 3.918 -0.921
C 5.612 2.902 -1.474
C 4.781 1.941 -1.991
N 3.490 2.336 -1.766
C 3.487 3.541 -1.120
H 5.118 4.822 -0.433
H 6.690 2.879 -1.492
H 4.995 1.013 -2.496
H 2.669 1.820 -2.035
H 2.562 4.023 -0.857
C 7.776 -4.999 3.658
C 9.082 -4.630 3.244
C 8.995 -3.381 2.685
N 7.687 -2.983 2.743
C 6.938 -3.962 3.339
H 7.484 -5.920 4.137
H 9.983 -5.214 3.344
H 9.749 -2.743 2.253
H 7.331 -2.107 2.400
H 5.877 -3.836 3.482
C -1.774 2.154 5.563
C -1.453 1.177 6.540
C -1.310 -0.020 5.890
N -1.538 0.193 4.555
C -1.817 1.518 4.349
H -1.954 3.204 5.730
H -1.338 1.336 7.601
H -1.068 -1.004 6.259
H -1.506 -0.512 3.840
H -2.022 1.892 3.359
```

Summary:
Energy above the lowest of the compared OMol25 structures with the same formula, charge and spin (eV): 2.9172
Kohn-Sham gap (eV): 8.2
SMILES: CCOCCOc1cc(B(C)O)cc2c1Sc1ccccc1N2.c1cc[nH]c1.c1cc[nH]c1.c1cc[nH]c1.c1cc[nH]c1
Spin multiplicity: 1
Electronic energy (eV): -59971.556
F_max (eV Å⁻¹): 3.09

Löwdin population analysis, charges in e, atoms 1 to 2: -0.1008 -0.2441